(1)
Entry from the Open Molecules 2025 dataset: a cluster of 3 separate species, C25H59BN2 in total in a non-equilibrium geometry (ωB97M-V/def2-TZVPD).

Last column: Löwdin charge in e.
Element x y z (Å)
B  -2.40714  2.18006  -6.40198  0.00
C  -1.27559  3.06520  -5.78345  -0.24
C  -0.11900  2.24693  -5.20161  -0.23
C  0.58896  1.33225  -6.21732  -0.20
C  0.97105  -0.01582  -5.59981  -0.22
C  -0.15199  -1.04610  -5.64486  -0.19
C  0.34554  -2.48808  -5.36247  -0.19
C  -0.23960  -3.16083  -4.11336  -0.18
C  0.78871  -3.45078  -2.97540  -0.19
C  0.43860  -2.80326  -1.63032  -0.20
C  1.24348  -1.53610  -1.33188  -0.21
C  0.46741  -0.52297  -0.48638  -0.21
C  -0.36952  0.43205  -1.37726  -0.24
C  -1.87179  0.18182  -1.26174  -0.09
H  -2.98369  1.37723  -5.73542  0.03
H  -2.68251  2.32236  -7.55498  0.02
H  -0.92968  3.84102  -6.45762  0.09
H  -1.74336  3.59224  -4.94334  0.10
H  -0.46703  1.67675  -4.34725  0.09
H  0.62116  2.94319  -4.81565  0.11
H  1.51867  1.80754  -6.51586  0.11
H  -0.00099  1.19243  -7.12083  0.11
H  1.87298  -0.42013  -6.05157  0.11
H  1.21410  0.15187  -4.55111  0.10
H  -0.65065  -0.99057  -6.60981  0.11
H  -0.90681  -0.81128  -4.89850  0.10
H  1.42827  -2.48843  -5.33231  0.09
H  0.06866  -3.09382  -6.22233  0.10
H  -0.68670  -4.11173  -4.37742  0.10
H  -1.03409  -2.56332  -3.67714  0.09
H  0.84274  -4.52665  -2.84587  0.10
H  1.77854  -3.13126  -3.28235  0.10
H  0.65578  -3.52273  -0.84511  0.10
H  -0.61864  -2.56785  -1.56262  0.09
H  1.59592  -1.06971  -2.24725  0.10
H  2.14313  -1.80235  -0.77819  0.10
H  -0.23058  -1.03239  0.17408  0.09
H  1.15335  0.02895  0.14946  0.09
H  -0.10686  0.21451  -2.40523  0.07
H  -0.13777  1.46748  -1.14828  0.10
H  -2.43160  0.88353  -1.87287  0.07
H  -2.07461  -0.81351  -1.64025  0.06
H  -2.19851  0.25637  -0.22969  0.05
C  2.12821  -2.98526  2.38637  -0.09
C  2.45259  -2.47539  3.78067  -0.27
N  3.71913  -1.77240  3.84703  -0.20
C  4.17029  -1.52015  5.20385  -0.25
C  3.32906  -0.58904  6.08553  -0.09
C  3.86908  -0.67317  2.90916  -0.24
C  2.83489  0.46074  2.95573  -0.08
H  2.93224  -3.61241  1.99785  0.08
H  1.21689  -3.58498  2.41393  0.08
H  1.95327  -2.17279  1.67871  0.04
H  2.50889  -3.33364  4.45544  0.12
H  1.61051  -1.85825  4.13392  0.10
H  5.19376  -1.13771  5.15882  0.11
H  4.24645  -2.48972  5.70629  0.11
H  3.44365  0.45649  5.80240  0.05
H  3.65396  -0.67670  7.12436  0.07
H  2.26857  -0.84073  6.05460  0.07
H  3.86827  -1.09076  1.89878  0.10
H  4.87022  -0.25403  3.03628  0.11
H  1.81318  0.08360  3.02885  0.06
H  2.89897  1.05158  2.03894  0.07
H  3.00777  1.14280  3.78689  0.05
C  -1.75443  -0.07006  2.63050  -0.10
C  -2.95071  0.69172  3.17752  -0.27
N  -2.58118  1.70710  4.14493  -0.20
C  -3.71332  2.24941  4.87469  -0.25
C  -4.77057  3.03670  4.09104  -0.09
C  -1.59155  2.67000  3.69321  -0.24
C  -1.90560  3.49073  2.43504  -0.08
H  -1.16053  -0.50128  3.43838  0.08
H  -2.09732  -0.88554  1.99141  0.07
H  -1.10606  0.56540  2.02471  0.05
H  -3.61079  -0.02117  3.67880  0.12
H  -3.52403  1.10265  2.33060  0.10
H  -3.33001  2.87760  5.68344  0.11
H  -4.21107  1.41078  5.37196  0.11
H  -4.41703  4.02752  3.80891  0.05
H  -5.65680  3.17819  4.71306  0.07
H  -5.08744  2.51312  3.18860  0.07
H  -0.65399  2.13386  3.52325  0.10
H  -1.37718  3.34869  4.52234  0.11
H  -2.31473  2.87445  1.63288  0.06
H  -0.98790  3.94771  2.05850  0.07
H  -2.60588  4.30027  2.63500  0.05

Output
Frontier orbital gap   8.6 eV
SMILES   BCCCCCCCCCCCCC.CCN(CC)CC.CCN(CC)CC


(2)
Entry from the Open Molecules 2025 dataset: a cluster of 8 separate species, C25H61BIN7O8P in total (ωB97M-V/def2-TZVPD).

Last column: Löwdin charge in e.
Element x y z (Å)
C  1.24779  2.69721  1.13037  -0.16
B  1.24908  1.43350  0.07331  -0.73
C  2.27599  1.62581  -1.19350  -0.29
C  1.98316  2.85401  -2.05044  -0.79
C  2.82256  4.06873  -1.68424  -0.20
I  2.25538  2.48518  -4.18916  0.75
P  -0.57581  1.12047  -0.53775  0.70
O  -1.20061  -0.23793  -0.30200  -0.54
H  0.51993  2.54592  1.93962  0.02
H  2.23887  2.82689  1.58141  0.04
H  0.96118  3.64553  0.65142  0.03
H  1.53439  0.40139  0.64605  0.07
H  2.28456  0.71294  -1.79565  0.06
H  3.29858  1.72277  -0.80306  0.10
H  0.92672  3.12203  -2.00071  0.04
H  2.51944  4.95437  -2.25057  0.06
H  3.88111  3.89051  -1.88230  0.07
H  2.67845  4.28084  -0.62163  0.06
H  -1.42904  2.13353  0.00076  -0.02
H  -0.66754  1.42346  -1.93829  -0.03
C  1.88433  -2.95390  -0.18248  0.00
C  3.23267  -2.91823  0.48795  -0.53
O  4.04009  -2.01482  0.36581  0.03
N  3.54920  -4.00106  1.27103  0.00
C  2.71855  -5.13874  1.58046  -0.11
H  1.72522  -2.03979  -0.74659  0.08
H  1.83350  -3.80223  -0.86769  0.06
H  1.10058  -3.05010  0.56956  0.06
H  4.46130  -3.94058  1.69215  0.13
H  2.52146  -5.20610  2.65309  0.07
H  3.18472  -6.07471  1.25356  0.07
H  1.76076  -5.03516  1.08082  0.06
C  -1.49469  -5.59682  -3.23969  -0.01
C  -0.09997  -5.48264  -2.66505  -0.54
O  0.63253  -4.55178  -2.93196  0.05
N  0.30981  -6.46721  -1.81084  0.01
C  -0.42342  -7.62944  -1.36561  -0.09
H  -1.65532  -4.73706  -3.88265  0.08
H  -1.60724  -6.51085  -3.82483  0.08
H  -2.24559  -5.59574  -2.44866  0.08
H  1.24354  -6.32648  -1.45775  0.13
H  -0.55199  -7.62242  -0.28100  0.08
H  0.09121  -8.55197  -1.64394  0.08
H  -1.40914  -7.64335  -1.82055  0.07
C  -5.27935  0.86034  -4.94618  -0.02
C  -4.43991  1.86791  -4.18567  -0.56
O  -4.67935  3.06598  -4.25228  0.01
N  -3.42497  1.38396  -3.43715  0.02
C  -3.01863  0.00113  -3.25066  -0.08
H  -6.04288  1.40804  -5.49053  0.07
H  -4.66957  0.29488  -5.65178  0.08
H  -5.75799  0.15509  -4.26570  0.08
H  -2.89286  2.09108  -2.95235  0.12
H  -3.06457  -0.27071  -2.19529  0.07
H  -1.99020  -0.14044  -3.58451  0.08
H  -3.66382  -0.65895  -3.82239  0.07
C  -1.06944  -1.04843  2.74671  0.01
C  -0.42363  -2.35614  3.13466  -0.51
O  0.68529  -2.72425  2.78489  0.03
N  -1.15381  -3.15396  3.97993  0.01
C  -2.47542  -2.90540  4.52405  -0.09
H  -0.42253  -0.45870  2.10479  0.06
H  -2.00221  -1.22016  2.21158  0.09
H  -1.27418  -0.47340  3.65340  0.06
H  -0.66902  -3.98868  4.26613  0.13
H  -2.42484  -2.82659  5.61203  0.08
H  -3.16836  -3.71268  4.27954  0.08
H  -2.88354  -1.98392  4.12644  0.07
C  -3.90667  1.09394  7.97180  -0.01
C  -3.59279  -0.00355  6.97938  -0.55
O  -4.32691  -0.97270  6.83477  0.02
N  -2.45849  0.12738  6.25313  0.02
C  -1.46287  1.18406  6.26874  -0.08
H  -4.83887  0.84013  8.46757  0.08
H  -3.11416  1.18725  8.71505  0.08
H  -4.01417  2.05556  7.46897  0.08
H  -2.30310  -0.63334  5.61297  0.08
H  -1.38754  1.63967  5.28053  0.08
H  -0.48712  0.77414  6.53059  0.09
H  -1.70617  1.96177  6.98234  0.06
C  1.92860  1.88525  -10.49363  -0.02
C  2.44123  1.01744  -9.36182  -0.56
O  2.50152  -0.19574  -9.47226  0.03
N  2.83102  1.64735  -8.22528  0.01
C  2.83269  3.07042  -7.95237  -0.11
H  1.66277  1.23021  -11.31765  0.08
H  1.04839  2.45139  -10.18672  0.08
H  2.69162  2.58991  -10.82684  0.08
H  3.14755  1.02484  -7.49698  0.13
H  3.84399  3.41886  -7.73389  0.08
H  2.20549  3.30979  -7.09312  0.01
H  2.46036  3.61381  -8.81496  0.07
C  2.30064  3.81523  6.02312  0.00
C  0.84547  4.21891  6.06996  -0.54
O  0.05137  3.67335  6.82173  0.01
N  0.43906  5.19570  5.22042  0.01
C  1.22607  5.91530  4.24049  -0.07
H  2.45088  3.02341  6.75036  0.08
H  2.57071  3.44581  5.03321  0.09
H  2.95053  4.65627  6.26851  0.08
H  -0.54375  5.40733  5.28927  0.14
H  1.21495  6.98793  4.44339  0.08
H  0.84139  5.74669  3.23385  0.08
H  2.25579  5.57426  4.26693  0.07

Output
Total charge   -1
Frontier orbital gap   7.6 eV


(3)
Entry from the Open Molecules 2025 dataset: a cluster of 7 separate species, C25H62BCl2N2O9 in total in a non-equilibrium geometry (ωB97M-V/def2-TZVPD).

Last column: Löwdin charge in e.
Element x y z (Å)
C  -5.00426  1.47088  1.06592  -0.08
C  -3.47351  1.52578  0.81770  -0.21
C  -3.14592  0.93906  -0.55038  -0.19
O  -1.77242  0.54188  -0.67851  -0.16
C  -0.95984  1.59747  -1.14256  -0.14
C  0.45364  1.20906  -0.75081  -0.29
C  0.98721  -0.10871  -1.42506  -0.08
C  0.27498  -0.51672  -2.73038  -0.24
C  -0.78007  -1.58025  -2.46092  -0.51
Cl  -2.07917  -1.37049  -3.72095  0.64
C  0.43434  0.82547  0.74985  -0.09
C  1.80968  1.11413  1.38413  -0.62
Cl  1.82339  2.38155  2.70380  0.78
C  2.64857  -0.06220  1.89527  -0.14
C  1.86288  -1.14814  2.66173  -0.16
N  1.92564  -0.92347  4.11219  -0.08
C  2.18375  -2.15240  4.86583  -0.19
C  1.04864  -3.22746  4.84016  -0.05
C  0.82996  -0.16078  4.63397  -0.52
C  -0.61102  -0.32578  4.15991  0.01
O  1.04201  0.65800  5.44479  0.12
C  2.51993  1.89054  0.22190  -0.09
N  1.55968  2.20540  -0.91025  0.12
B  1.28982  3.69542  -0.71276  -0.51
O  1.99416  4.46532  -1.55825  0.20
C  0.35932  4.35233  0.35604  -0.13
C  0.94900  5.63507  1.00978  -0.07
H  -5.42570  2.47241  1.06389  0.07
H  -5.21142  1.07822  2.05668  0.07
H  -5.52471  0.87313  0.32096  0.07
H  -2.96434  1.02476  1.63891  0.10
H  -3.20316  2.58384  0.84207  0.10
H  -3.37041  1.64668  -1.35192  0.13
H  -3.74589  0.04417  -0.68360  0.12
H  -1.12177  1.69617  -2.22299  0.14
H  -1.30880  2.51876  -0.66476  0.12
H  2.05231  -0.03683  -1.65270  0.12
H  0.90471  -0.95885  -0.75515  0.12
H  1.02169  -0.97411  -3.38005  0.12
H  -0.11887  0.30688  -3.31488  0.09
H  -0.39960  -2.58039  -2.62753  0.06
H  -1.17983  -1.55736  -1.45340  0.07
H  0.00090  -0.15161  0.89651  0.11
H  -0.29101  1.46310  1.26860  0.11
H  3.45166  0.32253  2.51056  0.11
H  3.09448  -0.56113  1.02869  0.12
H  2.40059  -2.07601  2.47657  0.11
H  0.85374  -1.30254  2.27355  0.08
H  3.07078  -2.60824  4.43527  0.08
H  2.42979  -1.94941  5.90568  0.12
H  1.44287  -4.14618  4.41327  0.07
H  0.78889  -3.47500  5.86705  0.07
H  0.16081  -2.88821  4.31731  0.03
H  -1.25119  -0.39331  5.03281  0.10
H  -0.87570  0.60728  3.65516  0.08
H  -0.77316  -1.11912  3.43323  0.04
H  3.31913  1.33726  -0.27546  0.14
H  3.04614  2.74869  0.63774  0.11
H  1.98878  2.15455  -1.83625  0.20
H  1.67222  5.38147  -1.54187  0.15
H  -0.54771  4.65969  -0.18177  0.12
H  0.00403  3.66230  1.11431  0.07
H  0.70829  5.65611  2.06585  0.08
H  0.43874  6.50091  0.59218  0.08
H  2.01775  5.76711  0.85662  0.08
C  -6.03250  0.16065  -4.15494  -0.14
O  -4.76530  0.26246  -3.50775  -0.17
H  -6.76136  0.70401  -3.55890  0.08
H  -5.98961  0.60105  -5.15295  0.06
H  -6.34003  -0.88531  -4.22790  0.08
H  -4.11796  -0.22154  -4.03700  -0.03
C  -1.37963  -5.25138  -1.62251  -0.12
O  -0.12721  -5.10985  -0.94310  -0.14
H  -2.14061  -4.71574  -1.06064  0.08
H  -1.29460  -4.81923  -2.62202  0.07
H  -1.65097  -6.30541  -1.69350  0.09
H  0.53482  -5.58784  -1.45428  0.09
C  5.70361  4.35975  -1.31745  -0.15
O  4.65027  4.99272  -2.03498  -0.13
H  6.61531  4.92866  -1.47677  0.08
H  5.48068  4.34047  -0.24516  0.07
H  5.85562  3.33820  -1.67975  0.07
H  3.84306  4.48382  -1.88960  0.02
C  5.32584  -4.37249  2.25231  -0.14
O  4.61028  -3.31590  2.89402  -0.15
H  4.60332  -5.02554  1.76980  0.08
H  6.00494  -3.96929  1.49789  0.08
H  5.89365  -4.94717  2.98611  0.08
H  5.26014  -2.74442  3.31874  0.08
C  -1.25007  -3.74370  2.17625  -0.14
O  -0.47615  -3.14899  1.13867  -0.15
H  -1.75987  -2.95016  2.72005  0.07
H  -1.99594  -4.42196  1.75465  0.08
H  -0.60568  -4.29238  2.86727  0.07
H  -0.02898  -3.86517  0.66163  0.05
C  -4.19517  0.32678  -7.59170  -0.16
O  -2.89208  -0.24686  -7.58327  -0.12
H  -4.37469  0.74426  -8.57870  0.08
H  -4.95042  -0.43618  -7.38373  0.08
H  -4.26613  1.12543  -6.84732  0.07
H  -2.74357  -0.61371  -6.70626  0.04

Output
Total charge   +1
Frontier orbital gap   8.5 eV


| no. | LUMO energy (eV) | E (Eh) | HOMO energy (eV) |
| --- | --- | --- | --- |
| 1 | 0.5 | -1122.20841 | -8.113 |
| 2 | 2.2 | -2638.46299 | -5.396 |
| 3 | -2.5 | -2721.35270 | -10.978 |